The molecule CH2F2IP at a distorted geometry, computed with ωB97M-V with the def2-TZVPD basis set.

CARTESIAN COORDINATES (ANGSTROEM)
F1 1.52 0.26 -1.30
C1 0.49 -0.54 -0.82
F2 0.77 -1.82 -0.39
P1 -0.51 0.33 0.24
I1 0.54 1.34 1.92
H1 -1.28 -0.79 0.56
H2 -1.53 1.22 -0.20

**Energy**: -877.9501 hartree
**Largest force on an atom**: 4.39 eV Å⁻¹
**SMILES**: FC(F)=[PH2]I
**Spin multiplicity**: 1

Taken from the Löwdin analysis, the atomic charges in e are: atom 1 (F): -0.096, atom 2 (C): -0.670, atom 3 (F): -0.064, atom 4 (P): 0.289, atom 5 (I): 0.564, atom 6 (H): -0.008, atom 7 (H): -0.015

***

A structure of composition C3H8N2 at a distorted geometry, computed with ωB97M-V with the def2-TZVPD basis set.

CARTESIAN COORDINATES (ANGSTROEM)
C1 -1.08 -0.88 0.19
C2 0.71 0.69 0.68
C3 -0.73 0.46 0.94
N1 -0.67 -0.83 -1.12
N2 0.86 -0.12 -1.07
H1 -1.16 -0.08 -1.61
H2 -0.68 -1.76 0.71
H3 1.55 -0.85 -0.89
H4 1.00 0.06 -2.07
H5 -1.36 1.27 0.59
H6 -0.91 0.26 2.00
H7 1.40 0.10 1.26
H8 1.06 1.68 0.41

**Energy**: -228.4211 hartree
**Largest force on an atom**: 2.05 eV Å⁻¹
**Spin multiplicity**: 1

Taken from the Löwdin analysis, the atomic charges in e are: atom 1 (C): -0.299, atom 2 (C): -0.005, atom 3 (C): -0.273, atom 4 (N): -0.072, atom 5 (N): 0.022, atom 6 (H): 0.065, atom 7 (H): 0.039, atom 8 (H): 0.077, atom 9 (H): 0.092, atom 10 (H): 0.092, atom 11 (H): 0.103, atom 12 (H): 0.086, atom 13 (H): 0.073

***

A structure of composition C43H59N8OP2ScSe2Si at a distorted geometry, computed with ωB97M-V with the def2-TZVPD basis set.

CARTESIAN COORDINATES (ANGSTROEM)
Sc1 3.32 -1.41 22.18
C1 9.46 -0.49 22.80
N1 8.43 -0.45 21.76
C2 8.49 0.48 20.64
C3 7.46 0.23 19.87
N2 6.56 -0.75 20.52
C4 7.21 -0.96 21.81
P1 6.55 -1.89 23.25
C5 5.70 -3.34 22.66
N3 4.48 -3.28 22.04
C6 4.32 -4.54 21.35
C7 5.41 -5.30 21.59
N4 6.29 -4.60 22.43
C8 7.53 -5.11 23.03
C9 5.28 -1.28 24.41
N5 3.96 -1.44 24.24
C10 3.35 -1.48 25.51
C11 4.32 -1.37 26.45
N6 5.54 -1.22 25.81
C12 6.78 -1.02 26.55
H1 10.38 -0.91 22.44
H2 9.69 0.51 23.22
H3 9.07 -1.07 23.64
H4 9.38 1.12 20.55
H5 7.31 0.63 18.88
H6 3.40 -4.79 20.83
H7 5.66 -6.26 21.14
H8 7.58 -6.15 22.69
H9 8.42 -4.64 22.59
H10 7.54 -5.12 24.12
H11 2.29 -1.64 25.55
H12 4.20 -1.32 27.52
H13 6.82 -1.72 27.39
H14 7.68 -1.14 25.93
H15 6.84 -0.01 27.01
C13 1.17 -5.13 19.72
Se1 0.97 -3.68 21.05
C14 0.80 -5.00 22.63
C15 0.07 -4.40 23.82
Se2 -0.13 -2.40 23.67
C16 -1.84 -2.13 22.69
H16 1.09 -6.17 20.12
H17 2.18 -5.00 19.25
H18 0.36 -4.97 19.00
H19 1.85 -5.26 22.84
H20 0.24 -5.87 22.23
H21 0.58 -4.58 24.78
H22 -0.97 -4.79 23.94
H23 -2.62 -1.91 23.42
H24 -2.12 -2.95 22.02
H25 -1.73 -1.21 22.09
C17 3.46 2.45 24.32
Si1 4.67 1.82 22.96
C18 4.50 3.02 21.43
C19 6.40 2.14 23.77
H26 4.02 3.25 24.80
H27 3.22 1.74 25.13
H28 2.50 2.82 23.94
H29 4.89 3.99 21.72
H30 3.47 3.21 21.07
H31 5.03 2.70 20.52
H32 6.42 3.22 24.02
H33 7.24 1.87 23.13
H34 6.58 1.61 24.72
C20 2.59 -1.86 18.10
P2 3.83 -1.03 19.16
C21 5.36 -1.96 18.67
C22 6.49 -1.85 19.53
C23 7.62 -2.66 19.37
C24 7.65 -3.65 18.39
C25 6.54 -3.80 17.54
C26 5.44 -2.96 17.68
C27 4.00 0.52 18.19
C28 4.81 0.60 17.03
C29 4.83 1.80 16.30
C30 4.03 2.90 16.71
C31 3.22 2.79 17.84
C32 3.21 1.60 18.61
H35 2.86 -1.67 17.05
H36 1.58 -1.47 18.33
H37 2.53 -2.97 18.24
H38 5.59 -0.34 20.74
H39 8.49 -2.46 20.00
H40 8.55 -4.23 18.27
H41 6.49 -4.57 16.79
H42 4.62 -3.03 16.93
H43 5.35 -0.25 16.70
H44 5.47 1.87 15.45
H45 3.98 3.82 16.14
H46 2.66 3.61 18.26
H47 2.56 1.48 19.48
C33 -2.00 2.94 21.96
N7 -0.91 2.07 22.41
N8 -0.16 1.27 21.50
C34 0.82 0.62 22.24
O1 1.74 -0.10 21.70
C35 0.57 0.90 23.63
C36 -0.47 1.84 23.66
C37 -1.06 2.52 24.82
C38 -0.36 1.36 20.08
C39 -0.59 0.18 19.36
C40 -0.83 0.32 17.98
C41 -0.75 1.54 17.33
C42 -0.52 2.71 18.08
C43 -0.30 2.64 19.45
H48 -2.63 2.35 21.28
H49 -1.60 3.81 21.44
H50 -2.56 3.24 22.85
H51 1.11 0.49 24.46
H52 -0.69 2.03 25.75
H53 -2.14 2.45 24.81
H54 -0.74 3.57 24.88
H55 -0.58 -0.77 19.90
H56 -1.12 -0.56 17.41
H57 -0.83 1.62 16.25
H58 -0.52 3.66 17.59
H59 -0.09 3.53 20.08

**Net charge**: +2
**Energy**: -8722.4088 hartree
**Largest force on an atom**: 7.33 eV Å⁻¹
**Spin multiplicity**: 1

Atom charges from the Löwdin analysis, given in e for atoms 1 to 99: atom 1 (Sc): 0.816, atom 2 (C): -0.047, atom 3 (N): -0.202, atom 4 (C): 0.001, atom 5 (C): -0.065, atom 6 (N): -0.044, atom 7 (C): -0.470, atom 8 (P): 1.064, atom 9 (C): -0.417, atom 10 (N): -0.068, atom 11 (C): -0.108, atom 12 (C): -0.044, atom 13 (N): -0.088, atom 14 (C): -0.012, atom 15 (C): -0.448, atom 16 (N): -0.093, atom 17 (C): -0.086, atom 18 (C): -0.041, atom 19 (N): -0.089, atom 20 (C): -0.030, atom 21 (H): 0.080, atom 22 (H): 0.097, atom 23 (H): 0.039, atom 24 (H): 0.143, atom 25 (H): 0.121, atom 26 (H): 0.034, atom 27 (H): 0.137, atom 28 (H): 0.093, atom 29 (H): 0.093, atom 30 (H): 0.098, atom 31 (H): 0.085, atom 32 (H): 0.132, atom 33 (H): 0.101, atom 34 (H): 0.075, atom 35 (H): 0.104, atom 36 (C): -0.380, atom 37 (Se): 0.815, atom 38 (C): -0.453, atom 39 (C): -0.493, atom 40 (Se): 0.850, atom 41 (C): -0.348, atom 42 (H): 0.051, atom 43 (H): 0.008, atom 44 (H): 0.023, atom 45 (H): 0.059, atom 46 (H): 0.074, atom 47 (H): 0.067, atom 48 (H): 0.084, atom 49 (H): 0.023, atom 50 (H): 0.036, atom 51 (H): 0.005, atom 52 (C): -0.240, atom 53 (Si): 0.602, atom 54 (C): -0.243, atom 55 (C): -0.230, atom 56 (H): 0.018, atom 57 (H): 0.013, atom 58 (H): 0.009, atom 59 (H): 0.017, atom 60 (H): 0.009, atom 61 (H): 0.001, atom 62 (H): 0.033, atom 63 (H): -0.001, atom 64 (H): 0.012, atom 65 (C): -0.248, atom 66 (P): 1.000, atom 67 (C): -0.290, atom 68 (C): -0.213, atom 69 (C): -0.005, atom 70 (C): -0.034, atom 71 (C): -0.054, atom 72 (C): -0.081, atom 73 (C): -0.362, atom 74 (C): -0.080, atom 75 (C): -0.045, atom 76 (C): -0.043, atom 77 (C): -0.071, atom 78 (C): -0.106, atom 79 (H): 0.060, atom 80 (H): 0.035, atom 81 (H): 0.037, atom 82 (H): 0.074, atom 83 (H): 0.128, atom 84 (H): 0.110, atom 85 (H): 0.107, atom 86 (H): 0.110, atom 87 (H): 0.091, atom 88 (H): 0.101, atom 89 (H): 0.105, atom 90 (H): 0.098, atom 91 (H): 0.084, atom 92 (C): 0.031, atom 93 (N): -0.031, atom 94 (N): 0.083, atom 95 (C): -0.389, atom 96 (O): -0.229, atom 97 (C): 0.011, atom 98 (C): -0.254, atom 99 (C): -0.001

***

The molecule C12H13N2P at a distorted geometry, computed with ωB97M-V with the def2-TZVPD basis set.

CARTESIAN COORDINATES (ANGSTROEM)
C1 -0.14 1.42 -1.97
C2 0.08 1.12 -0.48
P1 0.15 2.73 0.54
C3 1.34 0.31 -0.26
C4 1.87 -0.64 -1.19
C5 2.84 -1.51 -0.79
C6 3.41 -1.38 0.47
C7 2.91 -0.43 1.31
N1 1.90 0.42 0.96
C8 -1.11 0.37 0.04
C9 -1.29 -0.07 1.31
C10 -2.41 -0.88 1.67
C11 -3.38 -1.03 0.68
C12 -3.17 -0.53 -0.57
N2 -2.07 0.22 -0.89
H1 -0.76 2.28 -2.27
H2 -0.77 0.53 -2.40
H3 0.95 1.41 -2.42
H4 0.13 1.98 1.79
H5 -1.27 2.72 0.60
H6 1.31 -0.69 -2.15
H7 3.20 -2.35 -1.45
H8 4.07 -2.14 0.87
H9 3.33 -0.26 2.30
H10 -0.55 -0.09 2.20
H11 -2.54 -1.23 2.66
H12 -4.28 -1.65 0.78
H13 -3.75 -0.61 -1.35

**Energy**: -915.8589 hartree
**Largest force on an atom**: 5.84 eV Å⁻¹
**SMILES**: CC(P)(c1ccccn1)c1ccccn1
**Spin multiplicity**: 1

Taken from the Löwdin analysis, the atomic charges in e are: atom 1 (C): -0.129, atom 2 (C): -0.657, atom 3 (P): 0.900, atom 4 (C): -0.277, atom 5 (C): -0.024, atom 6 (C): -0.083, atom 7 (C): -0.091, atom 8 (C): -0.131, atom 9 (N): 0.078, atom 10 (C): -0.349, atom 11 (C): -0.061, atom 12 (C): -0.036, atom 13 (C): -0.075, atom 14 (C): -0.107, atom 15 (N): 0.097, atom 16 (H): 0.071, atom 17 (H): 0.097, atom 18 (H): 0.107, atom 19 (H): -0.088, atom 20 (H): -0.086, atom 21 (H): 0.117, atom 22 (H): 0.128, atom 23 (H): 0.103, atom 24 (H): 0.108, atom 25 (H): 0.136, atom 26 (H): 0.089, atom 27 (H): 0.107, atom 28 (H): 0.056

***

Energy above the lowest of the compared OMol25 structures with the same formula, charge and spin: 231.3, 597.4, 7.8, 59.9 (kJ/mol)